(1)
The following is a quantum chemistry calculation of a 2-piece molecular cluster, C20H30Cl2FINO4S overall, from the OMol25 dataset.

The geometry in ORCA input format:
```
! wB97M-V def2-TZVPD RIJCOSX def2/J DEFGRID3
* xyz 1 1
C -4.2477 -2.1096 -5.7351
C -3.7108 -0.6786 -5.9017
I -4.5445 0.2184 -7.6692
C -4.0373 0.2457 -4.7052
C -3.2431 -0.1891 -3.5116
C -1.9933 0.1848 -3.2003
S -0.9908 1.3553 -4.0613
O 0.3584 0.9264 -4.0068
O -1.3635 2.6598 -3.6419
F -1.4654 1.1835 -5.5257
C -1.3231 -0.3581 -1.9753
O -0.5363 0.3170 -1.3724
C -1.7623 -1.7224 -1.5431
C -0.8662 -2.7036 -0.8184
Cl 0.3492 -1.9128 0.2228
C -0.1477 -3.7322 -1.7482
C 1.2496 -3.3453 -2.2123
Cl -1.1436 -4.1491 -3.1713
C -3.0285 -2.0516 -1.8031
C -3.9031 -1.1259 -2.5431
O -5.0937 -1.1154 -2.4008
H -4.5203 -2.3344 -4.7053
H -3.4733 -2.8203 -6.0256
H -5.1139 -2.3074 -6.3590
H -2.6431 -0.7278 -6.0787
H -3.8349 1.2839 -4.9535
H -5.1010 0.1169 -4.5074
H -1.4943 -3.2628 -0.1297
H -0.0637 -4.6510 -1.1709
H 1.2930 -2.3440 -2.6383
H 1.5370 -4.0451 -2.9969
H 1.9714 -3.4729 -1.4101
H -3.4451 -2.9989 -1.4855
C 1.2219 1.9437 1.2062
C 1.3681 2.7359 2.5084
C 2.6622 2.4918 3.2777
N 2.6292 1.3492 4.2687
C 2.1199 0.0913 3.6499
C 4.0361 1.1254 4.7974
C 4.1498 2.0418 5.9984
C 2.7764 1.9070 6.6557
C 1.7981 1.7262 5.4910
H 0.9757 0.8968 1.3701
H 0.4187 2.3618 0.6029
H 2.1369 1.9892 0.6138
H 0.4953 2.5844 3.1488
H 1.3686 3.7951 2.2467
H 2.9196 3.3711 3.8664
H 3.4829 2.2918 2.5899
H 2.6896 -0.1145 2.7474
H 1.0642 0.2047 3.4254
H 2.2465 -0.7161 4.3665
H 4.1127 0.0814 5.0942
H 4.7504 1.3295 4.0047
H 4.3380 3.0693 5.6856
H 4.9594 1.7436 6.6599
H 2.5239 2.7713 7.2651
H 2.7481 1.0334 7.3066
H 1.2514 2.6357 5.2617
H 1.0879 0.9257 5.6759
*
```

HOMO level in eV: -10.98
E_LUMO in Ha: -0.1324
Frontier orbital gap in eV: 7.38
Energy in a.u.: -2851.65733

(2)
The following is a quantum chemistry calculation of one molecule with the formula C6H11NO, from the OMol25 dataset.

The geometry in ORCA input format:
```
! wB97M-V def2-TZVPD RIJCOSX def2/J DEFGRID3
* xyz 0 1
C 1.5409 0.3580 0.1305
C 0.6374 -0.0745 -1.0759
C -0.6904 -0.7360 -0.7513
C -1.6839 -0.0035 -0.0080
C 1.9265 -0.7786 1.0245
C -2.1012 1.2919 -0.1852
N 1.8148 1.5208 0.4212
O -2.4066 -0.5749 1.0591
H 0.4414 0.9613 -1.5552
H 1.2655 -0.6752 -1.7712
H -1.1919 -0.9485 -1.6438
H -0.5227 -1.7367 -0.2903
H 2.8491 -0.5430 1.5072
H 1.9731 -1.7557 0.6554
H 1.2912 -0.7338 1.8358
H -2.9203 1.4624 0.4455
H -1.7157 1.9406 -0.8817
H 1.4749 2.4317 -0.1080
H -1.9822 -1.4062 1.1914
*
```

HOMO level in eV: -8.56
E_LUMO in Ha: 0.0277
Relative energy (zero: lowest compared OMol25 entry of this formula, charge and spin) in kcal/mol: 62.7
Frontier orbital gap in eV: 9.31
Energy in a.u.: -365.13161

(3)
The following is a quantum chemistry calculation of one molecule with the formula C5H9NO, from the OMol25 dataset.

The geometry in ORCA input format:
```
! wB97M-V def2-TZVPD RIJCOSX def2/J DEFGRID3
* xyz 0 1
C 0.9245 -0.7907 1.0568
C -0.2200 0.2117 0.8923
O 0.1935 1.5534 1.0545
C -0.8830 0.1678 -0.5108
C 0.0029 0.7430 -1.6252
C -1.1435 -1.2594 -0.7257
N -1.1056 -2.4172 -0.7271
H 0.6642 -1.7706 0.6426
H 1.1472 -0.9681 2.1120
H 1.8263 -0.4535 0.5401
H -1.0133 -0.0443 1.6151
H 0.7445 1.6193 1.8429
H -1.8122 0.7542 -0.4646
H -0.5168 0.7168 -2.5878
H 0.9220 0.1590 -1.7197
H 0.2693 1.7785 -1.3954
*
```

HOMO level in eV: -10.83
E_LUMO in Ha: 0.0261
Relative energy (zero: lowest compared OMol25 entry of this formula, charge and spin) in kcal/mol: 26.3
Frontier orbital gap in eV: 11.54
Energy in a.u.: -325.89558

(4)
The following is a quantum chemistry calculation of C6H11N2O3S as an isolated structure, from the OMol25 dataset.

The geometry in ORCA input format:
```
! wB97M-V def2-TZVPD RIJCOSX def2/J DEFGRID3
* xyz 1 1
C -2.5266 0.3403 -0.6794
C 3.5128 0.8931 0.5158
C 4.4975 0.0774 0.7906
C -1.4640 -1.2759 0.6616
C -3.0426 -1.1778 0.9421
C 4.2072 -1.3738 0.2518
N -1.3561 -0.1767 -0.3861
N -3.4817 -0.1723 0.0421
O 1.5139 -0.6987 0.9848
O 1.3268 0.2942 -1.1968
O 3.2037 -1.3350 -0.7143
S 2.1936 -0.1553 -0.1485
H -2.7116 1.1247 -1.5311
H 3.2045 1.7919 0.9735
H 5.4695 0.3899 1.0036
H -0.8651 -0.9372 1.4542
H -1.2424 -2.3013 0.4639
H -3.6206 -2.1392 0.6191
H -3.1589 -0.9399 2.0241
H 4.0136 -2.0424 1.2257
H 5.0424 -1.8397 -0.2255
H -0.4228 0.0309 -0.8231
H -4.3881 0.1701 0.0901
*
```

HOMO level in eV: -13.85
E_LUMO in Ha: -0.0977
Relative energy (zero: lowest compared OMol25 entry of this formula, charge and spin) in kcal/mol: 55.0
Frontier orbital gap in eV: 11.20
Energy in a.u.: -968.33379

(5)
The following is a quantum chemistry calculation of one molecule with the formula C27H34N4O2, from the OMol25 dataset.

The geometry in ORCA input format:
```
! wB97M-V def2-TZVPD RIJCOSX def2/J DEFGRID3
* xyz 0 1
C 0.8577 2.8082 -6.4005
H 0.2481 3.6824 -6.6118
H 1.8700 3.1339 -6.1707
H 0.4421 2.2983 -5.5346
C 0.8621 1.8791 -7.6115
N 1.7574 0.7636 -7.4275
C 1.5282 -0.4382 -6.8348
N 2.6051 -1.1902 -6.8519
C 3.5713 -0.4589 -7.4608
C 3.0655 0.7532 -7.8247
H 3.5092 1.5864 -8.3300
H 4.5576 -0.8536 -7.5977
C 0.2364 -0.8678 -6.2183
N 0.3757 -1.1147 -4.7914
C -0.0747 -0.1875 -3.9194
O -0.5605 0.8724 -4.2925
C 0.0134 -0.5180 -2.4678
C -0.5835 -1.6596 -1.9376
C -0.5568 -1.8924 -0.5811
C 0.0702 -0.9943 0.2884
C 0.6533 0.1544 -0.2392
C 0.6106 0.3872 -1.6022
H 1.0519 1.2867 -2.0050
H 1.1393 0.8776 0.3964
O 0.0552 -1.3525 1.5955
C 0.5827 -0.4846 2.5872
C -0.3708 0.6749 2.8931
C -1.6705 0.1478 3.4953
N -1.3846 -0.5787 4.7149
C -2.5570 -0.8908 5.5080
H -2.9923 -1.8661 5.2314
C -2.2198 -0.8844 7.0088
C -1.7772 0.4877 7.4240
C -2.6825 1.3972 7.9542
C -2.2828 2.6796 8.2871
C -0.9707 3.0713 8.0859
C -0.0616 2.1725 7.5541
C -0.4624 0.8897 7.2275
H 0.2459 0.1899 6.8117
H 0.9643 2.4737 7.3959
H -0.6580 4.0728 8.3437
H -2.9974 3.3754 8.7029
H -3.7098 1.0979 8.1109
H -1.4290 -1.6086 7.2077
H -3.1095 -1.1825 7.5663
H -3.3140 -0.1237 5.3273
C -0.5765 -1.7460 4.4223
C 0.7733 -1.3193 3.8537
H 1.3046 -0.7138 4.5881
H 1.3701 -2.2024 3.6218
H -0.4180 -2.3074 5.3453
H -1.0777 -2.4105 3.6959
H -2.3207 0.9922 3.7361
H -2.1835 -0.4867 2.7493
H 0.1108 1.3416 3.6090
H -0.5961 1.2337 1.9835
H 1.5596 -0.1000 2.2586
H -1.0179 -2.7718 -0.1592
H -1.0860 -2.3579 -2.5900
C 1.1307 -2.2933 -4.4394
H 1.9869 -2.3613 -5.1144
H 0.5166 -3.1913 -4.5537
H 1.4818 -2.2277 -3.4129
H -0.5252 -0.0959 -6.3392
H -0.0995 -1.7983 -6.6898
H -0.1473 1.5037 -7.7977
H 1.1939 2.4215 -8.5024
*
```

HOMO level in eV: -8.48
E_LUMO in Ha: 0.0293
Relative energy (zero: lowest compared OMol25 entry of this formula, charge and spin) in kcal/mol: 10.6
Frontier orbital gap in eV: 9.27
Energy in a.u.: -1418.77870

(6)
The following is a quantum chemistry calculation of a 2-piece molecular cluster, C4H5PS overall, from the OMol25 dataset.

The geometry in ORCA input format:
```
! wB97M-V def2-TZVPD RIJCOSX def2/J DEFGRID3
* xyz 0 1
C 1.4769 1.0973 -1.1416
C -0.5955 -0.1936 -0.2053
C 0.6697 0.5246 -0.0312
C -1.0279 -1.1398 0.8234
P 0.9884 2.3551 -0.2364
S -1.5922 0.2317 -1.4511
H 1.5770 1.0889 -2.2070
H 1.6355 0.0743 0.9874
H -0.4674 -2.0644 0.7875
H -2.1287 -1.2510 0.9301
H -0.5358 -0.7230 1.7442
*
```

HOMO level in eV: -8.58
E_LUMO in Ha: -0.0181
Relative energy (zero: lowest compared OMol25 entry of this formula, charge and spin) in kcal/mol: 61.7
Frontier orbital gap in eV: 8.09
Energy in a.u.: -894.79540